ORCA calculation (ωB97M-V with the def2-TZVPD basis set) on C31H45BrN2P2Pb as an isolated structure at a distorted geometry.

**Highest occupied orbital energy (alpha / beta)**: -12.279 / -12.406 eV
**Kohn-Sham gap (alpha / beta)**: 0.16819 / 0.13846 Ha
**Net charge**: +2

Element x y z (Å)
C  -0.52  4.76  -3.31
C  -0.67  3.54  -4.02
C  -0.84  3.60  -5.42
C  -0.92  4.86  -6.02
N  -0.81  5.99  -5.33
C  -0.61  5.97  -4.02
C  -0.69  2.27  -3.31
C  -0.79  1.71  -2.13
C  -0.95  1.75  -0.70
C  0.16  1.74  0.15
C  0.02  1.25  1.45
C  -1.21  0.72  1.86
C  -2.37  1.04  1.13
C  -2.24  1.58  -0.15
Pb  -0.59  0.09  -3.62
P  2.00  -1.61  0.36
H  -0.94  2.70  -6.02
H  -0.36  4.76  -2.24
H  -1.08  4.95  -7.10
H  -0.52  6.93  -3.50
H  -3.11  1.79  -0.77
H  1.13  2.05  -0.23
H  -3.35  0.79  1.55
H  0.88  1.17  2.11
C  2.35  -3.24  1.16
C  3.58  -4.04  0.72
H  1.44  -3.83  0.99
H  2.39  -3.03  2.24
H  3.66  -4.93  1.36
H  3.50  -4.38  -0.32
H  4.51  -3.47  0.84
C  3.00  -1.63  -1.20
C  3.16  -0.24  -1.83
H  2.44  -2.28  -1.90
H  3.97  -2.11  -1.01
H  3.45  -0.35  -2.89
H  2.23  0.35  -1.81
H  3.95  0.34  -1.33
C  2.99  -0.47  1.42
C  4.49  -0.73  1.51
H  2.53  -0.53  2.42
H  2.80  0.55  1.05
H  4.96  0.09  2.07
H  4.72  -1.66  2.05
H  4.97  -0.77  0.52
Br  -1.28  -0.51  3.22
P  -2.21  -2.15  -2.29
C  -0.35  -2.53  -2.04
C  -0.13  -4.05  -1.99
H  -0.03  -2.04  -1.10
H  0.25  -2.12  -2.87
H  0.94  -4.27  -1.86
H  -0.68  -4.52  -1.17
H  -0.46  -4.51  -2.93
C  -2.61  -2.29  -0.50
C  -3.82  -3.19  -0.20
H  -2.77  -1.28  -0.11
H  -1.73  -2.70  0.02
H  -4.01  -3.20  0.88
H  -4.73  -2.84  -0.70
H  -3.63  -4.22  -0.51
C  -3.39  -0.71  -2.66
C  -3.62  -0.48  -4.17
H  -2.99  0.18  -2.16
H  -4.34  -0.99  -2.16
H  -3.54  0.58  -4.42
H  -2.89  -1.04  -4.77
H  -4.62  -0.83  -4.45
N  -0.06  2.91  4.05
C  -0.02  2.11  5.15
C  1.21  1.68  5.68
C  1.23  0.84  6.79
C  0.03  0.41  7.38
C  -1.20  0.83  6.85
C  -1.23  1.69  5.76
H  0.80  3.25  3.62
H  -0.93  3.12  3.58
H  2.14  2.02  5.20
H  2.20  0.51  7.19
H  0.06  -0.23  8.26
H  -2.14  0.50  7.29
H  -2.18  2.04  5.34